(A)
A 3-piece molecular cluster, C4H14NO2 overall, computed with the ωB97M-V functional and the def2-TZVPD basis.

Summary:
M = 108.16 g mol⁻¹
LUMO level = -2.852 eV
Kohn-Sham gap = 11.283 eV

Geometry as ORCA input:
```
! RIJCOSX wB97M-V def2-TZVPD def2/J DEFGRID3
* xyz 1 1
C 1.03588 0.78818 0.82077
C 0.32908 0.52214 2.13229
C -1.18825 0.30623 2.01503
C -1.52265 -0.78102 1.31952
N 0.15758 1.55483 -0.15421
H 1.91854 1.40890 0.89522
H 1.38501 -0.06422 0.24700
H 0.78130 -0.39224 2.55626
H 0.45464 1.42950 2.71575
H -1.84713 0.93603 2.60888
H -2.52892 -1.18069 1.10436
H -0.84250 -1.47038 0.81784
H -0.05790 2.53627 0.03344
H 0.41768 1.49677 -1.14639
H -0.73243 1.00062 -0.03269
H -0.45741 -3.03308 -2.34651
H 1.09187 -2.81306 -2.62696
O 0.20693 -2.44458 -2.73304
H 0.58810 0.43237 -3.40260
H 0.18677 -0.55303 -2.38326
O 0.62383 0.32046 -2.44070
*
```

(B)
A 2-piece molecular cluster, C4H14NO2 overall, computed with the ωB97M-V functional and the def2-TZVPD basis.

Summary:
M = 108.16 g mol⁻¹
LUMO level = -2.961 eV
Kohn-Sham gap = 12.092 eV

Geometry as ORCA input:
```
! RIJCOSX wB97M-V def2-TZVPD def2/J DEFGRID3
* xyz 1 1
C 1.13383 1.59709 1.41397
C 0.48653 0.47930 0.57511
C 1.26186 0.17872 -0.67164
C 0.64892 -0.94299 -1.51527
O -0.14850 -1.79667 -0.65973
N -0.96119 0.82240 0.34267
H 1.29611 1.38410 2.46399
H 0.61631 2.56627 1.52453
H 2.08776 1.96331 1.06206
H 0.49112 -0.29768 1.31447
H 1.27592 1.08165 -1.28660
H 2.29849 0.01046 -0.40155
H -0.02781 -0.57795 -2.26507
H 1.36359 -1.58359 -2.01960
H 0.14370 -2.71053 -0.63282
H -1.59536 0.00118 0.43104
H -1.25297 1.53077 1.01088
H -1.13686 1.15304 -0.58798
H -3.31328 -1.79090 0.39530
H -1.96323 -1.81942 -0.37764
O -2.70495 -1.24854 -0.11610
*
```

(C)
A 2-piece molecular cluster, C4H14NO2 overall, computed with the ωB97M-V functional and the def2-TZVPD basis.

Summary:
M = 108.16 g mol⁻¹
LUMO level = -2.982 eV
Kohn-Sham gap = 11.089 eV

Geometry as ORCA input:
```
! RIJCOSX wB97M-V def2-TZVPD def2/J DEFGRID3
* xyz 1 1
O 0.75897 -1.90604 -1.94744
C -0.09770 -2.79213 -1.18908
C -0.84361 -1.89783 -0.19869
N 0.18402 -1.08396 0.62817
C -0.25509 0.33555 1.00949
C -0.28067 1.21103 -0.30410
H 0.94972 -2.15955 -2.92982
H -0.85869 -3.32420 -1.83838
H 0.62027 -3.55891 -0.78641
H -1.64641 -1.20976 -0.59530
H -1.36185 -2.54501 0.62441
H 1.01286 -1.17159 0.03756
H 0.50772 -1.42875 1.52642
H -1.30183 0.28113 1.39612
H 0.52457 0.73576 1.74876
H -0.59468 2.29668 0.01380
H 0.64367 1.45348 -0.88184
H -0.98005 0.84157 -1.06096
H 0.73576 5.84855 1.23074
H 1.39765 5.14628 2.15057
O 0.88536 4.92769 1.36598
*
```

(B) is favored, and the nearest alternative lies 53.9 kJ/mol above it.